[1]
# C22H21N5O

C22H21N5O in the gas phase (ωB97M-V/def2-TZVPD, OMol25).

Each line ends with the Mulliken charge.
Positions of all 49 atoms, in Å:
N: -6.10 -2.76 -0.60  -0.604
C: -5.05 -2.34 -0.38  -0.246
C: -3.77 -1.86 -0.07  0.439
C: -3.48 -0.52 0.12  0.656
C: -4.48 0.54 -0.08  0.609
C: -5.42 0.48 -1.10  -0.454
C: -6.35 1.50 -1.25  -0.747
C: -6.35 2.58 -0.38  -0.361
C: -5.41 2.65 0.63  -0.631
C: -4.48 1.64 0.78  -0.359
N: -2.27 -0.08 0.51  -0.311
C: -1.30 -0.94 0.70  0.620
N: -0.12 -0.49 1.16  0.032
C: 1.11 -1.24 1.21  -1.272
C: 2.00 -0.85 0.02  -0.404
N: 2.27 0.57 0.07  0.231
C: 3.24 0.98 -0.93  -1.111
C: 4.59 0.38 -0.63  0.459
C: 5.11 0.46 0.65  -0.151
C: 6.35 -0.08 0.94  -0.593
C: 7.09 -0.70 -0.05  -0.388
C: 6.58 -0.78 -1.34  -0.585
C: 5.33 -0.25 -1.62  -0.406
C: 1.03 1.32 -0.01  -0.690
C: 0.13 0.94 1.17  -0.792
N: -1.49 -2.27 0.49  0.015
C: -2.72 -2.85 0.11  -0.018
O: -2.79 -4.05 -0.02  -0.683
H: -5.42 -0.34 -1.80  0.489
H: -7.07 1.45 -2.05  0.380
H: -7.08 3.37 -0.50  0.384
H: -5.40 3.49 1.31  0.379
H: -3.74 1.68 1.57  0.403
H: 0.94 -2.31 1.23  0.420
H: 1.63 -0.95 2.13  0.333
H: 2.94 -1.39 0.08  0.528
H: 1.49 -1.14 -0.92  0.176
H: 3.32 2.07 -0.88  0.388
H: 2.92 0.70 -1.95  0.360
H: 4.53 0.94 1.42  0.391
H: 6.75 -0.01 1.94  0.386
H: 8.06 -1.12 0.17  0.381
H: 7.15 -1.27 -2.12  0.378
H: 4.94 -0.32 -2.63  0.348
H: 1.26 2.39 0.04  0.451
H: 0.49 1.12 -0.95  0.309
H: -0.83 1.46 1.10  0.400
H: 0.63 1.19 2.11  0.339
H: -0.75 -2.95 0.62  0.122

## Properties
frontier orbital gap	8.556	eV
LUMO	0.00	eV
SMILES	N#Cc1c(-c2ccccc2)nc(N2CCN(Cc3ccccc3)CC2)[nH]c1=O
HOMO energy	-8.554	eV
relative energy (zero: lowest compared OMol25 entry of this formula, charge and spin)	0.00	kJ/mol
maximum force	0.0146	hartree/bohr



[2]
# C13H24BCrF4N2O9

A molecular structure, C13H24BCrF4N2O9 in a non-equilibrium geometry (ωB97M-V/def2-TZVPD, OMol25).

Each line ends with the Löwdin spin population.
Positions of all 54 atoms, in Å:
Cr: -2.94 0.43 -1.11  3.880
B: -0.44 -0.14 0.00  0.004
F: -1.13 -1.05 -0.78  0.028
F: -1.37 0.97 0.14  0.022
F: -0.24 -0.60 1.29  0.001
F: 0.69 0.36 -0.63  0.001
C: 3.34 0.46 0.25  0.000
O: 4.57 0.91 0.78  0.000
C: 5.70 0.47 0.24  0.000
O: 5.78 -0.08 -0.83  0.000
O: 6.70 0.78 1.07  0.000
C: 7.97 0.29 0.67  0.000
H: 3.30 -0.44 -0.37  0.000
H: 3.01 1.24 -0.44  0.000
H: 2.67 0.33 1.09  0.000
H: 8.32 -0.38 1.45  0.000
H: 8.65 1.11 0.47  0.000
H: 7.96 -0.30 -0.25  0.000
C: -6.39 -0.27 0.70  0.000
O: -5.64 -0.73 1.83  0.003
C: -4.33 -0.59 1.80  0.004
O: -3.72 -0.11 0.85  0.022
O: -3.84 -1.02 2.91  0.002
C: -2.44 -0.89 3.20  0.000
H: -6.32 -0.96 -0.14  0.000
H: -6.16 0.76 0.42  0.000
H: -7.41 -0.27 1.08  0.000
H: -2.29 -0.84 4.28  0.000
H: -2.01 0.01 2.77  0.000
H: -1.96 -1.77 2.79  0.000
C: -0.35 -1.22 -3.58  0.000
O: -0.35 0.01 -4.30  0.003
C: -1.09 0.99 -3.85  0.004
O: -1.91 0.89 -2.94  0.023
O: -0.98 2.00 -4.66  0.002
C: -1.63 3.23 -4.31  0.000
H: -1.34 -1.64 -3.47  0.000
H: 0.18 -1.11 -2.63  0.000
H: 0.28 -1.92 -4.12  0.000
H: -2.65 3.12 -3.93  0.000
H: -1.65 3.81 -5.22  0.000
H: -1.07 3.78 -3.56  0.000
C: 0.85 2.58 2.28  0.000
C: 2.00 2.15 3.08  0.000
N: 2.94 1.82 3.65  0.000
H: 1.22 3.29 1.55  0.000
H: 0.03 2.99 2.87  0.000
H: 0.53 1.67 1.78  0.000
C: -1.27 -3.98 0.65  0.000
C: -0.08 -4.18 1.52  0.000
N: 0.80 -4.37 2.23  0.000
H: -1.07 -4.45 -0.30  0.000
H: -1.23 -2.89 0.56  0.000
H: -2.17 -4.25 1.18  0.000

## Properties
net charge	+1
2S+1	5
frontier orbital gap (alpha / beta)	5.569 / 6.314	eV
LUMO (alpha / beta)	-6.39 / -5.65	eV
HOMO energy (alpha / beta)	-11.960 / -11.960	eV
relative energy (zero: lowest compared OMol25 entry of this formula, charge and spin)	30.77	kJ/mol
maximum force	0.0473	hartree/bohr



[3]
# C8H12CrF12O15S4

A molecular structure, C8H12CrF12O15S4 in a non-equilibrium geometry (ωB97M-V/def2-TZVPD, OMol25).

Each line ends with the Löwdin spin population.
Positions of all 52 atoms, in Å:
Cr: -17.58 -25.96 -15.24  3.743
C: -22.26 -27.57 -14.94  0.002
F: -23.49 -27.17 -14.75  0.001
F: -21.87 -28.27 -13.85  0.000
F: -22.12 -28.35 -16.03  0.000
S: -21.10 -26.03 -15.13  0.007
O: -21.31 -25.26 -13.90  0.001
O: -19.67 -26.41 -15.26  0.025
O: -21.73 -25.49 -16.35  0.002
C: -18.36 -30.02 -17.30  0.000
F: -17.83 -31.16 -17.75  0.000
F: -18.22 -29.06 -18.22  0.000
F: -19.64 -30.16 -17.09  0.000
S: -17.37 -29.50 -15.73  0.004
O: -17.92 -30.42 -14.72  0.001
O: -15.95 -29.59 -16.10  0.001
O: -17.62 -28.05 -15.54  0.021
C: -18.79 -27.96 -11.51  0.002
F: -17.67 -28.66 -11.43  0.000
F: -19.50 -28.29 -12.56  0.000
F: -19.57 -28.19 -10.45  0.001
S: -18.31 -26.11 -11.67  0.006
O: -17.20 -25.95 -10.73  0.002
O: -17.94 -26.08 -13.09  0.036
O: -19.36 -25.19 -11.35  0.002
C: -18.09 -21.46 -15.63  -0.001
F: -16.92 -21.35 -16.22  0.000
F: -18.43 -20.30 -15.11  0.000
F: -18.98 -21.84 -16.57  0.000
S: -17.86 -22.79 -14.23  0.006
O: -16.67 -22.45 -13.44  0.003
O: -19.14 -22.83 -13.53  0.003
O: -17.66 -24.01 -15.01  0.033
C: -19.48 -25.72 -19.24  0.001
C: -18.71 -25.08 -18.11  0.005
O: -17.83 -26.01 -17.45  0.040
O: -18.66 -26.32 -20.23  0.001
H: -19.98 -24.95 -19.83  0.000
H: -20.33 -26.38 -19.04  0.000
H: -19.36 -24.69 -17.33  0.000
H: -18.16 -24.24 -18.54  0.000
H: -17.17 -26.28 -18.10  0.003
H: -19.26 -26.60 -20.93  0.000
C: -13.99 -26.63 -13.04  0.001
C: -14.62 -26.95 -14.43  0.005
O: -15.53 -25.85 -14.79  0.037
H: -14.62 -26.73 -12.16  0.000
H: -13.72 -25.58 -12.97  0.000
H: -13.19 -27.30 -12.71  0.000
H: -15.29 -27.79 -14.26  0.000
H: -13.92 -27.22 -15.22  0.000
H: -14.98 -25.06 -14.79  0.003

## Properties
net charge	-2
2S+1	5
frontier orbital gap (alpha / beta)	6.373 / 7.642	eV
LUMO (alpha / beta)	4.06 / 4.06	eV
HOMO energy (alpha / beta)	-2.310 / -3.583	eV
relative energy (zero: lowest compared OMol25 entry of this formula, charge and spin)	248.54	kJ/mol
maximum force	0.0723	hartree/bohr